No. 1
# C3H5NO2

A single C3H5NO2 molecule (ωB97M-V with the def2-TZVPD basis set, OMol25).

charge: 0
frontier orbital gap: 10.549 eV
SMILES string: [H]/N=C/O[C@@H]1CO1
2S+1: 1
energy: -322.4210 Ha

Structure (XYZ):
```
11
Properties=species:S:1:pos:R:3:forces:R:3:mulliken_charge:R:1
H 0.201196 0.759416 2.678970 -0.09 -0.02 0.08 0.26
N 0.652251 0.796532 1.770587 -0.10 -0.30 0.08 -0.61
C 0.570443 -0.308646 1.189693 0.45 0.41 0.43 0.26
O 1.249568 -0.429051 -0.024239 0.13 0.38 0.12 -0.36
C 0.462130 -0.270996 -1.083842 -0.48 -0.44 0.07 0.02
C -0.794379 0.432134 -1.169521 0.23 0.76 -0.48 -0.31
O -1.106300 -0.691606 -0.417754 0.76 -0.89 -0.99 -0.53
H 0.121565 -1.255552 1.497161 0.18 0.31 0.05 0.37
H 1.025721 -0.551140 -1.989280 -0.86 -0.79 0.35 0.38
H -0.898548 1.437838 -0.771287 -0.27 0.02 0.40 0.27
H -1.205375 0.317084 -2.177291 0.06 0.56 -0.10 0.26
```
Forces are in eV/Å.

No. 2
# C3H5NO2

2 unconnected molecules or ions with the total composition C3H5NO2 (ωB97M-V with the def2-TZVPD basis set, OMol25).

charge: 0
frontier orbital gap: 10.714 eV
2S+1: 1
energy: -322.5439 Ha

Structure (XYZ):
```
11
Properties=species:S:1:pos:R:3:forces:R:3:mulliken_charge:R:1
C 1.268422 -0.315928 -0.071054 0.12 -0.02 0.04 -0.82
N -0.138312 -0.195143 -0.396783 -0.11 -0.22 -0.05 -0.14
C -0.942284 2.559073 0.216278 0.10 0.47 1.36 0.10
O -0.827844 2.799800 1.318694 -0.14 -0.26 -1.28 -0.13
C -1.017383 -1.194670 -0.132031 0.09 -0.09 0.02 0.02
O -0.731781 -2.238382 0.421172 -0.09 0.34 -0.13 -0.56
H 1.802323 -0.934806 -0.801063 -0.05 0.07 0.12 0.27
H 1.361362 -0.783838 0.911752 0.03 0.06 -0.15 0.30
H 1.727531 0.676847 -0.043018 -0.12 -0.16 -0.01 0.30
H -0.457360 0.576776 -0.958202 0.04 -0.11 0.03 0.32
H -2.044673 -0.949727 -0.465747 0.13 -0.08 0.04 0.33
```
Forces are in eV/Å.

No. 3
# C3H5NO2

2 unconnected molecules or ions with the total composition C3H5NO2 (ωB97M-V with the def2-TZVPD basis set, OMol25).

charge: 0
frontier orbital gap: 9.945 eV
SMILES string: CC#[N+][O-].C=O
2S+1: 1
energy: -322.3870 Ha

Structure (XYZ):
```
11
Properties=species:S:1:pos:R:3:forces:R:3:mulliken_charge:R:1
C 0.118734 1.449319 0.133196 -1.07 -0.04 0.97 -0.99
C 0.916769 0.255532 0.120334 1.01 -0.95 -0.78 0.26
N 2.018126 -0.088726 -0.031829 -1.95 0.35 0.94 0.55
O 3.110842 -0.542471 0.005543 1.94 -1.01 -0.43 -0.68
H -0.470685 1.661225 -0.726653 -0.19 -0.15 -1.00 0.27
H 0.977047 2.061547 0.184908 0.02 2.24 0.36 0.33
H -0.589801 1.516250 0.974602 0.69 -0.02 -0.07 0.27
C -0.315955 -2.319032 0.028368 0.80 -0.07 1.06 -0.10
O -1.051327 -1.384708 0.222185 0.04 -0.89 -0.02 -0.41
H 0.441181 -2.695452 0.860061 -1.32 0.54 -1.43 0.24
H -0.276612 -2.821659 -0.964354 0.01 -0.02 0.39 0.26
```
Forces are in eV/Å.

No. 4
# C3H5NO2

A single C3H5NO2 molecule (ωB97M-V with the def2-TZVPD basis set, OMol25).

charge: 0
frontier orbital gap: 11.546 eV
SMILES string: [H]/N=C/OC(C)=O
2S+1: 1
energy: -322.5384 Ha

Structure (XYZ):
```
11
Properties=species:S:1:pos:R:3:forces:R:3:mulliken_charge:R:1
H 1.098393 -0.365439 2.364943 -0.10 0.12 0.04 0.23
N 0.736900 -0.274970 1.420697 -0.34 0.29 0.23 -0.56
C -0.212319 0.555517 1.380232 0.24 -0.16 0.18 0.13
O -0.935183 0.895887 0.279296 -0.04 -0.05 0.00 -0.36
C -0.816880 0.314193 -0.990289 -0.21 -0.09 -0.31 0.62
C 0.397223 -0.524390 -1.219423 0.00 -0.10 -0.12 -0.92
O -1.709597 0.514666 -1.759036 0.47 0.03 0.39 -0.50
H -0.610313 1.118994 2.227219 0.06 -0.02 -0.10 0.40
H 1.299050 -0.001311 -0.896389 -0.13 -0.14 -0.13 0.35
H 0.286820 -1.380613 -0.553216 0.24 -0.06 -0.18 0.30
H 0.465905 -0.852534 -2.254033 -0.19 0.19 0.00 0.30
```
Forces are in eV/Å.

No. 5
# C3H5NO2

A molecular structure, C3H5NO2 (ωB97M-V with the def2-TZVPD basis set, OMol25).

charge: 0
frontier orbital gap: 8.775 eV
2S+1: 1
energy: -322.4112 Ha

Structure (XYZ):
```
11
Properties=species:S:1:pos:R:3:forces:R:3:mulliken_charge:R:1
N 1.462256 -0.302964 0.172282 -0.12 0.39 0.42 -0.90
C 0.224078 -0.510519 -0.532588 -0.27 -0.06 -0.38 0.36
C -1.078530 -0.740268 0.278366 -0.12 -0.38 0.11 -0.37
O -1.233582 0.727335 0.439121 0.37 0.13 0.15 -0.36
C -0.090246 0.867103 -0.228340 0.14 0.10 0.16 0.36
O 0.501134 2.028027 -0.357440 -0.04 -0.17 -0.32 -0.49
H 1.381804 -0.509052 1.163324 -0.12 -0.30 -0.01 0.17
H 1.429316 1.696668 -0.418237 0.03 0.37 -0.04 0.41
H 0.282541 -0.921158 -1.541328 0.01 -0.14 0.06 0.31
H -1.927937 -1.172881 -0.251569 0.07 0.16 0.06 0.27
H -0.950836 -1.162287 1.276406 0.04 -0.09 -0.21 0.23
```
Forces are in eV/Å.

No. 6
# C3H5NO2

A single C3H5NO2 molecule (ωB97M-V with the def2-TZVPD basis set, OMol25).

charge: 0
frontier orbital gap: 11.269 eV
SMILES string: [H]/N=C(\O)[C@@H]1CO1
2S+1: 1
energy: -322.4873 Ha

Structure (XYZ):
```
11
Properties=species:S:1:pos:R:3:forces:R:3:mulliken_charge:R:1
H 1.844124 1.636919 1.139281 -0.28 0.20 0.22 0.26
N 1.498955 0.706866 0.932163 -0.51 0.26 0.31 -0.63
C 0.249589 0.588722 0.775882 0.38 -0.29 -0.12 0.27
O -0.772737 1.462884 0.798390 -0.03 0.01 -0.30 -0.51
C -0.222018 -0.731226 0.259144 0.36 -0.18 0.08 0.16
C -0.053529 -0.789640 -1.176079 -0.21 -0.13 -0.33 -0.32
O -1.376929 -0.623713 -0.563871 0.28 -0.50 -0.51 -0.50
H -1.468802 0.964438 0.277449 0.37 0.85 0.59 0.41
H -0.200095 -1.607214 0.895625 0.24 0.00 -0.06 0.37
H 0.214185 -1.726831 -1.661587 -0.60 0.09 0.00 0.27
H 0.287256 0.118794 -1.676397 0.01 -0.31 0.12 0.22
```
Forces are in eV/Å.

No. 7
# C3H5NO2

A single C3H5NO2 molecule (ωB97M-V with the def2-TZVPD basis set, OMol25).

charge: 0
frontier orbital gap: 9.026 eV
2S+1: 1
energy: -322.4320 Ha

Structure (XYZ):
```
11
Properties=species:S:1:pos:R:3:forces:R:3:mulliken_charge:R:1
N -1.420205 -0.541138 1.073897 0.25 0.00 -0.26 -0.34
C -0.946071 0.028633 -0.021782 -0.27 -0.10 0.27 -0.19
C 1.610847 0.694906 -0.269664 0.27 0.02 0.22 -0.46
O 0.825774 0.860432 -1.460533 -0.01 0.11 -0.20 -0.47
C 0.424231 -0.132805 -0.520473 -0.19 0.20 0.29 0.83
O 0.220131 -1.392407 -0.813143 -0.17 0.12 -0.34 -0.69
H -0.825647 -1.268083 1.447660 -0.02 0.10 0.30 0.26
H -2.416551 -0.670737 1.184834 0.20 0.05 -0.05 0.26
H -1.659488 0.614578 -0.598933 0.10 -0.28 -0.22 0.34
H 1.590947 1.541385 0.421757 -0.03 -0.17 -0.09 0.23
H 2.596033 0.265236 -0.443620 -0.13 -0.05 0.07 0.24
```
Forces are in eV/Å.

No. 8
# C3H5NO2

3 unconnected molecules or ions with the total composition C3H5NO2 (ωB97M-V with the def2-TZVPD basis set, OMol25).

charge: 0
frontier orbital gap: 10.831 eV
2S+1: 1
energy: -322.4080 Ha

Structure (XYZ):
```
11
Properties=species:S:1:pos:R:3:forces:R:3:mulliken_charge:R:1
O 1.194498 -1.622033 0.248277 0.10 0.50 0.22 -0.45
C 1.397667 -0.543073 0.742198 -0.08 -0.31 -0.13 0.12
C 0.583197 0.701081 0.435622 0.06 0.03 0.06 -0.54
N -0.404646 0.504326 -0.605768 -0.15 -0.13 0.03 -0.26
C -1.413410 -0.306527 -0.423031 -0.09 -0.16 0.25 0.26
O -2.048554 -1.011787 0.271681 0.34 0.42 -0.45 -0.42
H 2.211703 -0.386778 1.481646 -0.07 -0.05 -0.07 0.32
H 0.133004 1.053460 1.375492 0.07 -0.07 -0.08 0.30
H 1.270091 1.491283 0.111028 -0.07 -0.12 0.05 0.33
H -1.042595 0.313200 -1.818554 -0.09 -0.08 0.10 0.30
H -1.880954 -0.193148 -1.818591 -0.04 -0.04 0.02 0.03
```
Forces are in eV/Å.

No. 9
# C3H5NO2

2 unconnected molecules or ions with the total composition C3H5NO2 (ωB97M-V with the def2-TZVPD basis set, OMol25).

charge: 0
frontier orbital gap: 10.815 eV
2S+1: 1
energy: -322.4897 Ha

Structure (XYZ):
```
11
Properties=species:S:1:pos:R:3:forces:R:3:mulliken_charge:R:1
O 0.722722 -1.447343 0.514250 -0.03 0.03 0.19 -0.48
C 0.667709 -0.268316 -0.204156 0.24 0.17 -0.23 0.02
C -0.045669 -0.312528 -1.485464 0.12 -0.10 -0.27 -0.39
N -0.624284 0.401240 -0.343947 -0.09 0.07 0.02 -0.45
C -0.833951 0.515547 2.322845 -0.47 1.02 0.25 0.13
O -1.336135 1.531342 2.297596 0.40 -0.91 0.11 -0.15
H 0.778084 -1.237648 1.455020 -0.14 -0.02 -0.08 0.34
H 1.543300 0.374413 -0.089879 -0.14 -0.11 -0.14 0.30
H 0.342221 0.251587 -2.328830 -0.07 -0.06 0.10 0.25
H -0.569583 -1.233195 -1.722827 0.12 0.10 -0.05 0.21
H -0.510149 1.408573 -0.444036 0.04 -0.19 0.08 0.21
```
Forces are in eV/Å.

No. 10
# C3H5NO2

2 unconnected molecules or ions with the total composition C3H5NO2 (ωB97M-V with the def2-TZVPD basis set, OMol25).

charge: 0
frontier orbital gap: 9.562 eV
SMILES string: N=C=O.C=CO
2S+1: 1
energy: -322.4547 Ha

Structure (XYZ):
```
11
Properties=species:S:1:pos:R:3:forces:R:3:mulliken_charge:R:1
N 2.037786 1.804818 -0.008234 1.78 5.89 -1.35 -0.41
C 1.629577 0.765105 0.246223 -1.31 -6.29 1.15 0.64
O 1.266770 -0.332404 0.472582 1.85 0.77 0.37 -0.38
H 1.520427 2.620269 -0.300322 0.32 -0.01 0.05 0.31
C -0.744506 -1.267510 -0.685546 0.97 0.49 -3.17 -0.62
C -1.270577 -0.667607 0.331268 -2.16 1.57 1.16 -0.07
O -1.118693 0.645393 0.740163 0.67 -0.93 -1.00 -0.54
H -0.242450 -0.712996 -1.610841 -0.71 -1.72 2.36 0.20
H -0.886406 -2.319560 -0.513146 0.12 -0.51 -1.38 0.29
H -2.014227 -1.214378 0.859040 -0.19 -0.25 1.19 0.35
H -0.177697 0.678871 0.468811 -1.35 0.99 0.61 0.23
```
Forces are in eV/Å.

No. 11
# C3H5NO2

A single C3H5NO2 molecule (ωB97M-V with the def2-TZVPD basis set, OMol25).

charge: 0
frontier orbital gap: 11.737 eV
SMILES string: N#C[C@H](O)CO
2S+1: 1
energy: -322.5123 Ha

Structure (XYZ):
```
11
Properties=species:S:1:pos:R:3:forces:R:3:mulliken_charge:R:1
N -2.694633 -0.830189 -0.878711 0.99 0.07 0.64 -0.41
C -1.721612 -0.480770 -0.359945 -0.95 -0.26 -0.55 0.14
C -0.527379 0.213585 0.176246 0.00 -0.16 -0.03 0.32
O -0.447501 1.421002 -0.550781 0.43 0.27 -0.01 -0.50
C 0.777713 -0.550425 -0.050189 -0.29 -0.16 -0.26 -0.56
O 1.704279 -0.060369 0.895644 0.23 -0.02 -0.07 -0.51
H -0.644603 0.339905 1.263034 -0.03 0.15 -0.28 0.27
H -0.759443 2.181518 -0.058783 -0.15 -0.05 0.28 0.32
H 1.086474 -0.327890 -1.079303 0.00 -0.11 0.11 0.31
H 0.631556 -1.635750 0.051993 -0.07 0.20 0.06 0.32
H 2.595147 -0.270620 0.590797 -0.16 0.08 0.11 0.31
```
Forces are in eV/Å.

No. 12
# C3H5NO2

A single C3H5NO2 molecule (ωB97M-V with the def2-TZVPD basis set, OMol25).

charge: 0
frontier orbital gap: 9.759 eV
SMILES string: CC1=[N+]([O-])OC1
2S+1: 1
energy: -322.3718 Ha

Structure (XYZ):
```
11
Properties=species:S:1:pos:R:3:forces:R:3:mulliken_charge:R:1
C 0.994464 0.573610 1.000688 -2.09 -1.19 1.35 -1.01
C -0.093657 0.046022 0.166218 -0.74 -0.25 -1.31 0.34
N -1.384872 0.228809 0.061530 -0.31 -0.10 -1.19 0.62
O -2.335732 0.835088 0.507871 0.85 -0.47 0.01 -0.64
O -1.500584 -0.652389 -1.237109 1.48 1.04 1.71 -0.40
C -0.021089 -0.792727 -1.037349 -1.28 3.07 -2.56 -0.28
H 0.567918 1.417882 1.567914 0.75 -0.42 0.17 0.30
H 1.821525 0.833394 0.381752 0.69 0.24 -0.24 0.32
H 1.163994 -0.368292 1.594410 0.78 1.44 0.25 0.27
H 0.586197 -0.346577 -1.898056 -0.97 0.01 0.99 0.20
H 0.201836 -1.774821 -1.107871 0.84 -3.37 0.82 0.27
```
Forces are in eV/Å.

What is the formula in the tenth record?
C3H5NO2

Among the records above, which one has the lowest energy?
number 2